Record 1
The ion C2H6IN4 with charge +1 at a distorted geometry, computed with wB97M-V/def2-TZVPD.

## Properties
Relative energy (zero: lowest compared OMol25 entry of this formula, charge and spin) (eV): 0.000
Net charge: +1
E_LUMO (spin up / spin down) (eV): -5.30 / -7.32
⟨S²⟩: 2.029
Strongest force on any atom (eV/Å): 6.6
Gap between HOMO and LUMO (spin up / spin down) (eV): 6.88 / 6.46
2S+1: 3

Atoms and positions in Å:
C 0.5234 -0.0689 0.8408
C 0.4389 -1.2114 -0.2334
N 1.2098 -0.2437 1.8837
N 0.1001 1.1070 0.3939
N 0.3508 -0.5196 -1.4861
N -0.4930 0.4746 -1.3373
I 2.1055 -0.2291 -2.5789
H 1.2430 -1.8977 0.1184
H -0.4192 -1.8595 0.1420
H 1.3855 0.3858 2.6396
H -0.5314 1.6809 0.9541
H -1.4928 0.2935 -1.2955
H -0.2623 1.3913 -1.8987

Atoms 1-6, force components in eV/Å:
-0.2 0.1 -0.8
-0.2 -1.0 3.9
1.1 -1.0 0.0
0.1 1.5 2.9
1.3 -2.3 -0.4
-1.1 3.6 -5.4

***

Record 2
A structure of composition C14H24As2F5NNiO6P2 at a distorted geometry, computed with wB97M-V/def2-TZVPD.

## Properties
Relative energy (zero: lowest compared OMol25 entry of this formula, charge and spin) (eV): 0.241
E_LUMO (spin up / spin down) (eV): 0.34 / 0.29
⟨S²⟩: 2.007
Strongest force on any atom (eV/Å): 1.1
Gap between HOMO and LUMO (spin up / spin down) (eV): 8.17 / 9.03
2S+1: 3

Atoms and positions in Å:
Ni -0.4472 -0.6943 0.1171
C 1.1892 2.6002 -0.1152
As 1.0456 0.9080 -1.0961
C 2.7767 0.8975 -1.9733
C -0.0941 1.6703 -2.4939
C 0.3921 2.1279 -3.7156
C -0.4402 2.7942 -4.6039
C -1.7666 3.0260 -4.2664
C -2.2597 2.5635 -3.0550
C -1.4372 1.8746 -2.1678
As -2.1375 1.0974 -0.5099
C -2.5405 2.6886 0.5416
C -3.9487 0.7035 -1.0832
H 1.0158 3.4324 -0.7910
H 2.1759 2.6640 0.3298
H 0.4492 2.6023 0.6823
H 3.0270 1.9035 -2.3007
H 2.7782 0.2123 -2.8176
H 3.4988 0.5666 -1.2323
H 1.4304 1.9646 -3.9806
H -0.0502 3.1382 -5.5547
H -2.4205 3.5562 -4.9489
H -3.2983 2.7411 -2.8081
H -3.1088 3.3912 -0.0631
H -1.6315 3.1640 0.8995
H -3.1356 2.3755 1.3970
H -4.4199 1.5992 -1.4791
H -4.5068 0.3497 -0.2219
H -3.9288 -0.0808 -1.8341
N 3.4903 -1.9175 2.0220
C 2.1296 -1.8591 2.7148
C 2.1961 -2.3401 4.1547
P 1.5901 -0.0935 2.4475
O 1.7179 0.5237 3.9287
O 0.1556 0.0715 2.0058
O 2.7068 0.4023 1.5579
P 0.9687 -2.8758 1.6919
O 1.9053 -4.2069 1.5578
O -0.2568 -3.1418 2.4528
O 1.0149 -2.1830 0.3367
H 4.2477 -2.0579 2.6817
H 3.5497 -0.9582 1.5634
H 3.5155 -2.6495 1.3153
H 2.8663 -1.7244 4.7590
H 2.5114 -3.3845 4.1943
H 1.1980 -2.2771 4.5842
H 1.0884 1.2503 4.0611
H 1.3429 -4.9970 1.6257
F -1.9438 -1.8582 -1.3988
C -2.0077 -2.0736 0.0563
F -3.2627 -1.6361 0.4244
C -2.1821 -3.6012 0.1020
F -1.0313 -4.2474 -0.1496
F -2.6449 -3.9913 1.2890
F -3.0727 -4.0111 -0.8334

Atoms 1-6, force components in eV/Å:
0.0 -0.9 0.6
0.0 -0.2 0.1
0.0 0.6 -0.2
0.0 -0.1 0.1
0.0 0.0 0.0
0.0 0.0 0.0

***

Record 3
A structure of composition C28H32IrN5O2S, computed with wB97M-V/def2-TZVPD.

## Properties
Relative energy (zero: lowest compared OMol25 entry of this formula, charge and spin) (eV): 2.582
E_LUMO (eV): -1.58
Strongest force on any atom (eV/Å): 0.5
Gap between HOMO and LUMO (eV): 5.63

Atoms and positions in Å:
Ir -0.0424 -0.1287 0.5565
C -2.3712 3.4448 -3.3872
C -2.1160 4.2457 -2.2803
C -1.7488 3.6676 -1.0783
C -1.6165 2.2857 -1.0092
C -1.8453 1.4740 -2.1102
C -2.2434 2.0664 -3.2986
N -1.2372 1.6526 0.2136
N -1.6922 2.2126 1.2258
C -1.3710 1.5781 2.4386
C -1.8094 2.1819 3.6053
C -1.5631 1.5423 4.8073
C -0.9088 0.3237 4.7921
C -0.5037 -0.2207 3.5856
N -0.7288 0.4002 2.4257
H -2.6632 3.9003 -4.3236
H -2.2051 5.3211 -2.3548
H -1.5582 4.2715 -0.2021
H -1.6788 0.4095 -2.0331
H -2.4359 1.4458 -4.1630
H -2.3298 3.1259 3.5404
H -1.8825 1.9868 5.7397
H -0.6972 -0.2128 5.7053
H 0.0220 -1.1641 3.5238
O 1.4809 1.0003 1.2321
N 2.1176 1.8726 0.4074
C 1.5368 3.0973 0.2722
C 2.0899 4.0790 -0.4779
C 3.3316 3.8102 -1.0997
C 3.9355 2.6131 -0.9015
C 3.3724 1.5724 -0.0888
S 4.1937 0.1672 0.2526
H 0.6192 3.2056 0.8265
H 1.5922 5.0324 -0.5717
H 3.8059 4.5622 -1.7159
H 4.8949 2.3838 -1.3399
C 1.4441 -1.4918 -3.1825
C 1.4215 -0.3936 -2.1280
C 1.5000 0.9784 -2.7935
O 0.2530 -0.5293 -1.3506
H 2.3040 -1.3707 -3.8434
H 0.5344 -1.4444 -3.7895
H 1.5043 -2.4756 -2.7216
H 2.3058 -0.5191 -1.5009
H 0.7713 1.0497 -3.6058
H 2.4940 1.1504 -3.2088
H 1.2827 1.7760 -2.0816
C -1.0929 -3.4883 -1.4598
N -2.1107 -3.2990 -0.4407
C -2.7498 -4.5437 -0.0671
C -1.6477 -2.4954 0.6717
C -0.3154 -2.8290 1.3283
C -0.1165 -4.0101 2.0374
C 1.0943 -4.2384 2.6770
C 2.0972 -3.2779 2.6178
C 1.8966 -2.0864 1.9330
C 0.6877 -1.8513 1.2800
H -1.5546 -3.9114 -2.3534
H -0.2896 -4.1633 -1.1312
H -0.6517 -2.5297 -1.7035
H -3.2840 -4.9399 -0.9320
H -3.4751 -4.3683 0.7284
H -2.0423 -5.3160 0.2668
H -2.4453 -2.4573 1.4202
H -1.6114 -1.4447 0.2612
H -0.9101 -4.7440 2.1093
H 1.2508 -5.1578 3.2260
H 3.0404 -3.4526 3.1194
H 2.6710 -1.3313 1.9028

Atoms 1-6, force components in eV/Å:
-0.2 0.0 0.3
0.0 0.0 0.0
0.0 0.0 0.1
0.0 0.1 -0.1
0.0 -0.1 0.0
0.0 0.1 0.0

***

Record 4
A cluster of 2 separate species, CH3BrClN in total at a distorted geometry, computed with wB97M-V/def2-TZVPD.

## Properties
Relative energy (zero: lowest compared OMol25 entry of this formula, charge and spin) (eV): 4.112
E_LUMO (spin up / spin down) (eV): -1.25 / -1.24
Strongest force on any atom (eV/Å): 5.0
Gap between HOMO and LUMO (spin up / spin down) (eV): 8.33 / 8.33

Atoms and positions in Å:
C -0.4717 -0.0624 -0.4683
N 0.4278 0.7445 0.2183
Cl -0.6068 -1.7944 0.0772
Br 2.1896 0.2002 0.1713
H -0.1616 -0.1190 -1.5195
H -1.4764 0.3664 -0.3958
H 0.0991 0.6647 1.9166

Atoms 1-6, force components in eV/Å:
-0.6 -0.9 -0.4
-0.5 1.0 4.8
0.0 0.1 0.0
0.4 -0.3 -0.2
0.0 0.0 0.2
0.3 -0.1 0.1

***

Record 5
A structure of composition C39H34NO2P2PdS2 at a distorted geometry, computed with wB97M-V/def2-TZVPD.

## Properties
Relative energy (zero: lowest compared OMol25 entry of this formula, charge and spin) (eV): 6.108
Net charge: +1
E_LUMO (eV): -3.91
Strongest force on any atom (eV/Å): 3.1
Gap between HOMO and LUMO (eV): 5.07

Atoms and positions in Å:
Pd 0.5197 -1.0709 -0.3487
O -1.4389 -2.9509 1.7495
S -1.1526 -1.6689 1.1067
C -1.1183 -0.4719 2.4463
C -1.8883 -0.7321 3.5714
C -1.8997 0.1927 4.6041
C -1.1268 1.3459 4.5243
C -0.2982 1.5586 3.4335
C -0.2677 0.6267 2.3986
P 0.9579 0.6811 1.0820
C 2.2980 -0.4279 1.6302
C 3.3901 -0.5617 0.7625
C 4.3797 -1.4918 1.0265
C 4.2861 -2.3096 2.1465
C 3.2100 -2.1797 3.0101
C 2.2204 -1.2391 2.7586
C 1.7286 2.3094 1.0267
C 2.9704 2.5032 1.6322
C 3.5373 3.7740 1.6480
C 2.8790 4.8426 1.0568
C 1.6476 4.6483 0.4475
C 1.0702 3.3829 0.4264
C -2.5544 -1.1566 0.0895
C -3.6519 -0.6595 0.7899
C -4.7755 -0.2125 0.1234
C -4.7960 -0.2488 -1.2621
C -3.7269 -0.7907 -1.9493
C -2.5793 -1.2830 -1.3119
P -1.5174 -2.1696 -2.5633
C -0.3125 -3.0839 -1.4846
C 1.0861 -2.9462 -1.6127
C 1.9507 -3.7813 -0.8808
C 1.4389 -4.7666 -0.0708
C 0.0530 -4.9654 -0.0046
C -0.8022 -4.1458 -0.6967
C -0.5476 -0.9443 -3.3945
C 0.1160 -1.4209 -4.5251
C 1.1972 -0.8476 -5.1759
C 1.6922 0.4157 -4.7576
C 0.8243 1.1784 -3.7554
C -0.1165 0.3594 -2.8253
H -2.4667 -1.6452 3.6241
H -2.5168 0.0140 5.4742
H -1.1423 2.0639 5.3331
H 0.3553 2.4214 3.4015
H 3.4716 0.0706 -0.1152
H 5.2216 -1.5812 0.3529
H 5.0568 -3.0413 2.3483
H 3.1376 -2.8072 3.8882
H 1.3931 -1.1411 3.4510
H 3.4925 1.6787 2.0991
H 4.4975 3.9227 2.1231
H 3.3289 5.8262 1.0683
H 1.1352 5.4794 -0.0182
H 0.1140 3.2317 -0.0535
H -3.6310 -0.6015 1.8683
H -5.6225 0.1623 0.6824
H -5.6620 0.1036 -1.8075
H -3.7837 -0.8815 -3.0289
H 1.4957 -2.3000 -2.3813
H 3.0201 -3.6631 -0.9972
H 2.1036 -5.4166 0.4822
H -0.3450 -5.7685 0.6007
H -1.8717 -4.3110 -0.6403
H -0.2351 -2.3739 -4.9169
H 1.6536 -1.3328 -6.0249
H 2.1842 1.0331 -5.4970
H 0.6172 2.2183 -3.9672
H -0.8930 0.9239 -2.3098
O 2.9142 0.3646 -3.4351
C 1.8435 0.6949 -2.7943
N 1.0996 0.1633 -1.8644
C -3.2544 3.0595 0.9509
S -2.2720 2.3021 -0.3530
C -3.1190 2.9680 -1.7981
H -4.2943 2.7424 0.8740
H -3.1964 4.1462 0.9114
H -2.8514 2.7175 1.9043
H -2.9976 4.0478 -1.8674
H -4.1782 2.7158 -1.7585
H -2.6857 2.5012 -2.6814

Atoms 1-6, force components in eV/Å:
-0.2 1.0 0.2
0.0 0.0 0.1
0.0 -0.1 -0.1
0.0 0.0 0.0
0.0 0.0 0.0
0.0 0.0 0.0

***

Record 6
A structure of composition C30H53BrN4P2Sn at a distorted geometry, computed with wB97M-V/def2-TZVPD.

## Properties
Relative energy (zero: lowest compared OMol25 entry of this formula, charge and spin) (eV): 0.000
Net charge: +2
E_LUMO (spin up / spin down) (eV): -8.06 / -7.25
Strongest force on any atom (eV/Å): 3.0
Gap between HOMO and LUMO (spin up / spin down) (eV): 3.35 / 4.16

Atoms and positions in Å:
N -6.4620 4.7049 -4.9650
C -6.0489 5.3269 -3.8626
C -4.8755 4.9586 -3.1913
C -4.0751 3.8905 -3.6842
C -4.5845 3.2250 -4.8413
C -5.7602 3.6825 -5.4492
C -2.8387 3.4657 -3.0559
Sn -0.0350 3.2301 -2.9983
P 4.6983 -0.3296 -0.3026
C -2.0303 2.3854 -3.5337
C -1.7664 1.2550 -2.6124
C -0.6508 0.4413 -2.8978
C 0.0688 -0.1248 -1.8497
C -0.4109 -0.0703 -0.5265
C -1.5654 0.7051 -0.2589
C -2.2457 1.3321 -1.2912
Br 0.6889 -0.5804 0.8651
H -2.6365 3.9360 -2.0763
H -1.8982 2.2316 -4.6204
H -4.5895 5.5111 -2.3031
H -4.0685 2.3640 -5.2654
H -6.6764 6.1439 -3.4923
H -6.1518 3.2008 -6.3521
H -0.2948 0.3717 -3.9272
H -3.0911 1.9543 -1.0678
H 1.0033 -0.6523 -2.0782
H -1.8946 0.8507 0.7644
P -0.6900 -3.1338 -0.3640
C 4.3554 1.4187 0.0303
C 5.6822 2.1620 -0.2121
H 3.9928 1.5284 1.0701
H 3.5504 1.7010 -0.6705
H 5.5953 3.2230 0.0306
H 6.4675 1.7299 0.4169
H 6.0021 2.0727 -1.2582
C 4.0110 -0.8609 -1.8732
C 4.8919 -2.0032 -2.4192
H 4.0310 0.0078 -2.5503
H 2.9692 -1.1844 -1.7114
H 4.6111 -2.2367 -3.4510
H 5.9545 -1.7229 -2.4087
H 4.7873 -2.9199 -1.8213
C 3.9480 -1.4369 0.9360
C 4.8652 -1.7924 2.1061
H 3.6238 -2.3594 0.4163
H 3.0406 -0.9225 1.2988
H 4.3629 -2.5266 2.7454
H 5.7973 -2.2469 1.7561
H 5.1122 -0.9139 2.7111
C -0.9818 -4.6015 0.7283
C -2.1732 -5.5265 0.4804
H -1.0755 -4.1479 1.7341
H -0.0448 -5.1809 0.6926
H -3.1165 -5.1122 0.8519
H -2.2973 -5.7945 -0.5740
H -2.0121 -6.4582 1.0343
C 0.4621 -3.6888 -1.7058
C 0.0898 -3.4712 -3.1704
H 0.6398 -4.7554 -1.5031
H 1.4021 -3.1443 -1.4998
H -0.8358 -3.9906 -3.4435
H 0.0007 -2.4116 -3.4492
H 0.8895 -3.8933 -3.7943
C -2.3321 -2.7399 -1.0340
C -3.2894 -2.2237 0.0481
H -2.7140 -3.6430 -1.5181
H -2.2020 -1.9792 -1.8116
H -4.2938 -2.0690 -0.3744
H -3.3696 -2.9144 0.9002
H -2.9425 -1.2541 0.4266
C -1.8314 -0.2088 4.3659
N -0.7843 0.6694 4.8837
C -1.1266 1.3303 6.1472
C -0.0819 1.4514 3.9482
N -0.4875 1.7781 2.7575
N 1.1194 1.9318 4.3877
C 1.8500 1.3676 5.5024
C 1.8748 2.6915 3.4305
H -2.3282 -0.6921 5.2210
H -1.3801 -0.9671 3.7073
H -2.5808 0.3536 3.7799
H -0.7044 0.7716 6.9906
H -0.7457 2.3579 6.1723
H -2.2186 1.3494 6.2642
H -1.4769 1.5097 2.6028
H 2.7488 0.8391 5.1546
H 2.1893 2.1591 6.1829
H 1.2186 0.6699 6.0505
H 2.4657 2.0313 2.7775
H 1.1565 3.2318 2.8088
H 2.5495 3.3815 3.9424

Atoms 1-6, force components in eV/Å:
-0.2 0.1 -0.1
0.5 -0.4 0.2
0.2 -0.1 -0.2
-0.4 0.5 -1.1
0.1 0.3 0.1
0.5 -0.2 0.4